No. 1
ORCA calculation (ωB97M-V/def2-TZVPD) on a molecular structure, C40H48CaN3O4P2S2.

Energy in hartree: -4175.3159
Total charge: -1
Gap between HOMO and LUMO in eV: 7.3785

Each line ends with the Mulliken charge.
Element x y z (Å)
Ca (-0.540, 0.586, 1.824)  2.158
S (2.904, -1.085, -0.920)  -0.682
S (1.906, -4.347, -0.960)  -0.545
P (-1.996, 2.106, -0.533)  1.873
P (3.088, -2.945, -1.630)  1.049
O (3.119, -2.910, -3.248)  -0.471
O (4.606, -3.433, -1.405)  -0.450
O (-0.065, 2.701, 1.125)  -0.820
O (0.597, 4.722, 1.836)  -0.788
N (-0.476, -1.092, -0.110)  0.809
N (1.683, -0.361, 2.489)  -0.620
N (-2.632, -0.766, 2.229)  -0.428
C (5.697, -2.608, -1.859)  0.922
C (-2.535, -2.211, 1.947)  0.136
C (-1.044, -2.448, -0.133)  -0.227
C (-2.418, 3.820, -0.016)  0.872
C (-5.765, 0.826, -1.414)  -0.869
C (0.419, -0.306, 6.363)  -0.378
C (-5.699, 0.428, -2.744)  -0.517
C (-0.031, -2.806, 4.705)  -0.585
C (0.432, -1.575, 4.241)  0.719
C (0.453, 1.795, -1.847)  -0.070
C (-3.900, 5.735, -0.044)  -0.728
C (-3.462, 1.585, -1.509)  0.180
C (-0.484, 0.754, 4.322)  -0.102
C (0.206, -3.991, 4.026)  -0.872
C (-0.053, 3.716, -3.778)  -0.762
C (-2.450, -2.495, 0.449)  -0.858
C (6.538, -2.248, -0.652)  -1.386
C (-1.528, 4.534, 0.795)  0.099
C (-0.761, 2.471, -1.833)  0.106
C (2.771, -0.970, -4.601)  -0.874
C (-0.481, 1.903, 6.504)  -0.584
C (1.409, 2.069, -2.815)  -0.436
C (-1.002, 3.441, -2.807)  -0.201
C (0.122, -0.327, 4.998)  -0.143
C (0.117, 0.814, 7.121)  -0.683
C (0.778, -2.159, -3.607)  -1.101
C (2.188, -2.297, -4.150)  0.364
C (-0.200, 3.961, 1.307)  -0.360
C (1.189, -1.574, 3.056)  0.909
C (-1.840, 5.835, 1.169)  -0.683
C (-3.412, 1.178, -2.840)  -0.736
C (-0.763, 1.860, 5.142)  -1.220
C (1.435, -2.764, 2.373)  -0.731
C (1.155, 3.028, -3.783)  -0.689
C (0.935, -3.965, 2.847)  -0.278
C (-3.594, 4.439, -0.433)  -0.403
C (-4.655, 1.384, -0.805)  -0.539
C (-3.021, 6.438, 0.763)  -0.601
C (6.457, -3.390, -2.912)  -1.481
C (-4.520, 0.602, -3.449)  -0.657
H (-3.388, -2.749, 2.375)  0.496
H (0.404, -3.116, -3.248)  0.304
H (-1.046, -2.855, -1.148)  0.186
H (2.001, -2.748, 1.448)  0.043
H (-4.456, 0.288, -4.484)  0.408
H (1.126, -4.868, 2.280)  0.405
H (0.535, -1.103, -0.314)  -0.517
H (0.744, -1.440, -2.787)  0.048
H (6.910, -3.153, -0.168)  0.325
H (5.290, -1.695, -2.299)  0.199
H (-6.561, -0.020, -3.223)  0.377
H (2.349, 1.533, -2.790)  0.467
H (-4.284, 3.908, -1.075)  0.344
H (-0.718, 2.789, 7.084)  0.367
H (-1.118, 6.356, 1.785)  0.514
H (-2.654, -0.597, 3.232)  0.221
H (-1.935, 3.993, -2.795)  0.459
H (6.847, -4.317, -2.486)  0.317
H (0.354, 0.839, 8.179)  0.350
H (0.686, 1.059, -1.089)  0.336
H (-2.847, -3.498, 0.266)  0.450
H (1.901, 3.247, -4.537)  0.397
H (1.992, 0.299, 3.194)  0.339
H (-2.500, 1.305, -3.410)  0.354
H (-3.251, 7.451, 1.071)  0.380
H (5.936, -1.689, 0.063)  0.247
H (0.901, -1.161, 6.827)  0.416
H (2.845, -0.289, -3.753)  -0.183
H (-1.640, -2.589, 2.447)  -0.435
H (-3.494, -0.398, 1.840)  0.167
H (2.133, -0.520, -5.366)  0.468
H (0.134, -1.798, -4.412)  0.582
H (-4.823, 6.193, -0.378)  0.426
H (-0.186, -4.925, 4.411)  0.354
H (-6.680, 0.691, -0.850)  0.395
H (-3.110, -1.804, -0.093)  0.183
H (-4.712, 1.677, 0.239)  0.580
H (2.161, -2.986, -4.999)  0.196
H (3.768, -1.118, -5.018)  0.356
H (-0.251, 4.474, -4.526)  0.394
H (-0.900, -0.549, -0.856)  -0.284
H (-1.217, 2.747, 4.702)  0.398
H (-0.617, -2.813, 5.618)  0.493
H (7.392, -1.635, -0.950)  0.387
H (7.296, -2.802, -3.291)  0.384
H (2.394, -0.531, 1.784)  -0.020
H (-0.385, -3.095, 0.446)  -0.031
H (5.796, -3.642, -3.741)  0.318

No. 2
ORCA calculation (ωB97M-V/def2-TZVPD) on a molecular structure, C40H48F6I2N5O4PS4Tc.

Multiplicity: 4
Energy in hartree: -5336.4824
Total charge: +2
Expectation value of S²: 3.79
Gap between HOMO and LUMO (spin up / spin down) in eV: 5.7384 / 3.9716

Each line ends with the Löwdin spin population.
Element x y z (Å)
I (-2.517, -0.701, -1.536)  -0.021
I (-6.862, -5.593, 0.206)  0.997
Tc (-0.322, -1.182, -0.100)  0.952
S (0.749, -0.898, -3.345)  0.013
S (-0.464, -3.507, -0.434)  0.002
S (-3.112, 6.332, 0.646)  -0.001
S (-3.683, 5.814, -2.121)  0.005
P (-2.209, -1.269, 1.554)  0.006
F (-5.735, 6.063, 1.380)  0.001
F (-2.077, 8.037, -1.873)  0.003
F (-4.430, 6.624, 2.995)  0.004
F (-1.720, 6.869, -3.631)  0.001
F (-4.291, 4.605, 2.069)  0.000
F (-1.074, 6.057, -1.718)  0.000
O (-4.622, 6.400, -3.092)  0.088
O (-3.426, 4.403, -2.218)  0.083
O (-2.189, 5.152, 0.619)  0.121
O (-2.600, 7.600, 1.022)  0.057
N (0.731, -0.373, 1.307)  -0.056
N (-4.112, 6.391, -0.661)  0.630
N (0.783, -0.663, -1.649)  0.085
N (0.915, -4.573, -2.602)  0.000
N (1.778, -5.306, -0.693)  -0.001
C (1.947, -5.932, 0.659)  0.000
C (-4.474, 0.432, 1.137)  0.001
C (2.430, -0.983, -4.116)  0.009
C (2.617, -5.687, -1.784)  -0.001
C (1.176, -0.550, 3.706)  -0.011
C (4.355, 1.769, 0.743)  -0.001
C (-0.987, -1.231, 2.842)  0.001
C (1.876, 1.727, 1.014)  -0.002
C (-0.625, -2.034, 6.613)  -0.002
C (1.544, 1.794, -3.788)  0.000
C (-1.377, -1.519, 4.162)  0.006
C (-2.166, -3.955, 2.442)  0.000
C (-4.516, -3.060, 2.327)  0.002
C (-1.063, 2.549, -4.423)  0.000
C (-0.064, 3.532, -4.401)  0.000
C (2.806, -0.451, -5.376)  0.001
C (1.944, 0.333, 1.059)  0.000
C (0.598, 2.524, 0.980)  0.000
C (-3.490, -0.033, 2.201)  -0.006
C (0.850, -1.112, 4.908)  0.005
C (-2.035, 6.774, -2.351)  0.000
C (-2.883, 1.143, 2.872)  0.000
C (1.217, 3.133, -4.000)  0.000
C (4.758, -1.926, -5.457)  0.000
C (3.161, -0.368, 0.918)  -0.002
C (3.108, 2.422, 0.784)  0.000
C (-3.128, -2.914, 1.804)  0.003
C (2.137, -5.151, -2.917)  -0.001
C (0.769, -4.501, -1.241)  0.004
C (5.587, 2.633, 0.838)  0.000
C (-0.421, -1.543, 5.197)  -0.010
C (3.219, -1.839, 1.081)  0.001
C (4.342, 0.361, 0.794)  0.000
C (4.561, -2.213, -4.154)  0.000
C (-0.745, 1.200, -4.214)  0.001
C (3.894, -0.950, -6.009)  0.000
C (0.306, -0.707, 2.608)  0.007
C (3.319, -1.822, -3.497)  0.001
C (-4.485, 5.919, 1.825)  0.007
C (0.535, 0.836, -3.919)  0.005
H (2.551, -5.225, -3.897)  0.000
H (-2.379, -1.912, 4.322)  0.000
H (6.329, 2.384, -0.004)  0.000
H (3.422, -6.364, -1.698)  0.000
H (-5.249, -2.366, 1.854)  0.001
H (-1.127, -3.553, 2.601)  0.000
H (-1.525, 0.397, -4.282)  0.000
H (-2.167, 2.769, -4.421)  0.000
H (5.548, -2.457, -6.000)  0.000
H (-3.744, 1.799, 3.143)  0.000
H (6.165, 2.490, 1.831)  0.000
H (-2.064, -4.911, 1.888)  0.000
H (-0.171, 1.942, 0.429)  0.001
H (3.019, -5.897, 0.848)  0.000
H (0.291, -4.129, -3.269)  0.000
H (-2.590, -4.159, 3.411)  0.000
H (5.234, -2.818, -3.587)  0.000
H (1.521, -6.951, 0.618)  0.000
H (-1.677, -2.470, 6.706)  0.000
H (1.629, -1.213, 5.660)  0.000
H (1.310, -5.336, 1.327)  0.000
H (2.633, -2.205, 1.961)  0.000
H (-2.247, 1.736, 2.192)  0.000
H (5.222, 3.669, 0.757)  0.000
H (-2.369, 0.863, 3.792)  0.000
H (2.884, -2.452, 0.166)  0.000
H (2.535, 1.449, -3.536)  0.000
H (0.161, 2.810, 1.938)  0.000
H (1.585, -0.073, -1.511)  0.007
H (-4.898, -4.093, 2.113)  0.001
H (-4.859, -0.346, 0.460)  0.000
H (-4.088, 1.168, 0.465)  0.000
H (3.994, -0.622, -7.034)  0.000
H (2.007, 3.876, -3.749)  0.000
H (-0.619, -1.154, 7.286)  -0.001
H (4.265, -2.191, 1.248)  0.000
H (-4.004, -0.633, 3.007)  -0.001
H (2.211, 0.293, -5.866)  0.000
H (2.999, 3.529, 0.797)  0.000
H (3.116, -2.239, -2.513)  0.001
H (-5.400, 0.804, 1.663)  0.000
H (-3.230, -3.197, 0.646)  0.000
H (0.785, 3.504, 0.467)  0.000
H (-4.503, -2.952, 3.366)  0.000
H (2.136, -0.082, 3.538)  -0.001
H (0.134, -2.709, 6.999)  0.000
H (-0.210, 4.537, -4.824)  0.000
H (5.320, -0.193, 0.698)  0.000

No. 3
ORCA calculation (ωB97M-V/def2-TZVPD) on 6 unconnected molecules or ions with the total composition C40H48N2O4.

SMILES string: NCCC[C@]1(C[C@@H]2CO2)OC(=O)O[C@H]1CN.c1ccccc1.c1ccccc1.c1ccccc1.c1ccccc1.c1ccccc1
Energy in hartree: -1963.3666
Gap between HOMO and LUMO in eV: 9.3002

Each line ends with the Mulliken charge.
Element x y z (Å)
O (-1.464, 3.282, -2.883)  -0.468
O (-0.561, 1.528, -1.812)  -0.491
O (-3.560, -1.131, 0.748)  -0.522
O (-2.156, 2.751, -0.788)  -0.455
N (2.163, 1.464, 2.161)  -0.235
N (-2.382, 3.425, 2.046)  -0.475
C (2.836, 1.324, 0.843)  -0.490
C (-2.002, 2.081, 1.588)  -1.343
C (8.035, -0.160, 2.238)  -0.335
C (5.919, 0.103, 3.351)  -0.408
C (-1.756, 3.207, -5.965)  -0.233
C (-0.946, 5.420, 5.958)  -0.467
C (-0.043, 3.901, 4.326)  0.312
C (-3.958, 3.248, -7.659)  -0.321
C (1.551, -5.163, -1.128)  -0.534
C (-4.593, -5.509, -2.797)  -0.545
C (-1.398, 2.603, -1.948)  0.408
C (0.686, 0.445, -0.146)  -0.546
C (-4.463, -4.798, -1.611)  -0.263
C (1.237, -3.383, 0.459)  -0.437
C (-1.722, -0.233, -0.807)  -1.787
C (5.425, -1.002, 2.670)  -0.363
C (-2.160, -0.948, 0.564)  0.546
C (-0.762, 0.922, -0.471)  1.651
C (-1.290, 2.173, 0.216)  0.013
C (2.546, -2.965, 0.250)  0.197
C (1.758, 1.560, -0.268)  -0.642
C (0.740, -4.482, -0.229)  -0.470
C (7.226, 0.522, 3.138)  -0.482
C (-4.405, -5.475, -0.399)  -0.289
C (2.856, -4.741, -1.342)  -0.426
C (-2.828, -2.382, 0.380)  -1.060
C (1.402, 4.898, 5.972)  -0.499
C (-4.468, -6.862, -0.374)  -0.448
C (-3.038, 3.273, -5.434)  -0.180
C (1.221, 4.060, 4.879)  -0.443
C (-4.139, 3.291, -6.282)  -0.585
C (6.235, -1.686, 1.773)  -0.272
C (-1.575, 3.168, -7.342)  -0.462
C (-2.676, 3.191, -8.189)  -0.387
C (-1.129, 4.577, 4.867)  -0.302
C (7.539, -1.262, 1.554)  -0.514
C (0.319, 5.581, 6.508)  -0.403
C (-4.660, -6.896, -2.772)  -0.339
C (3.355, -3.643, -0.652)  -0.487
C (-4.593, -7.573, -1.561)  -0.392
H (1.376, 2.585, -0.134)  0.356
H (3.689, 2.022, 0.768)  0.491
H (2.068, 3.531, 4.459)  0.209
H (-2.114, 4.449, 4.439)  0.391
H (0.914, -0.292, -0.946)  0.539
H (7.614, 1.380, 3.673)  0.372
H (-0.551, 2.985, 0.367)  0.193
H (-1.248, -1.028, -1.409)  0.650
H (-4.817, 3.259, -8.319)  0.351
H (-5.139, 3.339, -5.869)  0.350
H (-4.764, -7.450, -3.697)  0.367
H (-2.519, -2.444, -0.665)  0.350
H (-0.899, 3.188, -5.304)  0.363
H (-2.534, 3.164, -9.263)  0.348
H (-1.504, -0.797, 1.450)  0.619
H (4.405, -1.330, 2.837)  0.494
H (-4.420, -7.390, 0.570)  0.374
H (-1.792, 5.950, 6.379)  0.368
H (-0.182, 3.248, 3.473)  0.039
H (-3.178, 3.310, -4.364)  0.402
H (2.208, 0.570, 2.638)  0.151
H (2.573, 2.199, 2.725)  0.082
H (8.169, -1.791, 0.850)  0.375
H (9.053, 0.169, 2.069)  0.370
H (-4.643, -4.982, -3.742)  0.369
H (0.460, 6.240, 7.357)  0.355
H (5.286, 0.637, 4.049)  0.395
H (2.936, -2.110, 0.790)  0.183
H (-2.436, -2.944, 1.231)  0.373
H (-4.309, -4.921, 0.527)  0.382
H (-0.280, -4.810, -0.065)  0.486
H (-2.958, 1.535, 1.424)  0.509
H (3.487, -5.268, -2.048)  0.372
H (-4.639, -8.655, -1.542)  0.365
H (-0.575, 3.119, -7.756)  0.347
H (5.849, -2.550, 1.245)  0.371
H (0.602, -2.850, 1.159)  0.328
H (-3.301, 3.639, 1.667)  0.306
H (-1.443, 1.500, 2.343)  0.277
H (2.387, 5.019, 6.406)  0.361
H (3.162, 0.270, 0.724)  -0.054
H (2.244, 1.527, -1.262)  0.296
H (-4.408, -3.717, -1.631)  0.452
H (0.729, -0.124, 0.801)  0.147
H (-2.671, 0.110, -1.258)  0.358
H (-1.752, 4.149, 1.708)  0.307
H (4.374, -3.316, -0.818)  0.394
H (1.165, -6.023, -1.661)  0.385